Record 1
# CH10N5

A 3-piece molecular cluster, CH10N5 overall (ωB97M-V/def2-TZVPD, the Open Molecules 2025 dataset).

Cartesian coordinates (Å):
C (0.832, -0.423, -1.635)
N (1.798, 0.291, -2.086)
N (-2.236, 0.340, 1.352)
N (1.611, 0.721, 0.667)
N (0.533, -0.488, -0.393)
N (-0.418, -1.009, 0.278)
H (0.284, -1.210, -2.208)
H (1.725, 0.553, -3.093)
H (2.101, 1.038, -1.486)
H (-2.141, 0.667, 2.299)
H (-2.700, -0.539, 1.412)
H (0.948, 1.452, 1.233)
H (1.791, -0.070, 1.352)
H (-1.148, -0.418, 0.775)
H (-2.911, 1.047, 0.959)
H (-0.069, -1.952, 0.576)

## Properties
Frontier orbital gap (Eh): 0.3409
ΔE to the lowest compared entry with this formula, charge and spin (kJ/mol): 360.3
Total charge: +1
LUMO (eV): -3.99


Record 2
# C17H29F3N3O3OsSi2

C17H29F3N3O3OsSi2 as an isolated structure (ωB97M-V/def2-TZVPD, the Open Molecules 2025 dataset).

Cartesian coordinates (Å):
Os (0.017, 0.953, -1.280)
C (-2.855, -1.081, -0.859)
Si (-1.085, -1.214, -0.286)
C (-0.954, -0.751, 1.508)
C (-0.526, -2.980, -0.589)
C (-1.459, -3.960, -0.234)
C (-1.174, -5.308, -0.393)
C (0.042, -5.708, -0.924)
C (0.987, -4.753, -1.265)
C (0.724, -3.395, -1.095)
Si (1.916, -2.040, -1.475)
C (3.683, -2.531, -1.583)
C (1.290, -1.148, -2.991)
H (-3.442, -1.878, -0.394)
H (-2.942, -1.199, -1.940)
H (-3.312, -0.132, -0.577)
H (-1.760, -1.331, 1.973)
H (-1.134, 0.301, 1.732)
H (0.002, -1.058, 1.928)
H (-2.423, -3.689, 0.180)
H (-1.908, -6.048, -0.102)
H (0.255, -6.760, -1.058)
H (1.945, -5.076, -1.654)
H (3.846, -3.329, -2.309)
H (4.028, -2.879, -0.609)
H (4.296, -1.679, -1.884)
H (1.049, -1.861, -3.781)
H (1.989, -0.432, -3.390)
H (0.260, -0.672, -2.860)
O (-2.701, 1.707, -2.549)
C (-1.699, 1.441, -2.079)
O (1.595, -1.028, -0.125)
O (1.731, 0.389, -0.464)
C (0.444, 1.718, 3.525)
N (0.731, 2.103, 2.146)
C (2.099, 1.830, 1.710)
C (-0.202, 2.631, 1.355)
N (-0.213, 2.475, 0.025)
N (-1.192, 3.362, 1.927)
C (-0.881, 4.355, 2.956)
C (-2.455, 3.587, 1.241)
H (0.845, 0.717, 3.684)
H (-0.628, 1.704, 3.699)
H (0.919, 2.396, 4.236)
H (2.769, 2.193, 2.491)
H (2.310, 2.350, 0.779)
H (2.261, 0.766, 1.559)
H (-0.743, 3.224, -0.399)
H (0.143, 4.243, 3.295)
H (-1.553, 4.250, 3.808)
H (-0.999, 5.355, 2.535)
H (-2.725, 2.718, 0.644)
H (-2.424, 4.476, 0.602)
H (-3.230, 3.741, 1.990)
F (2.263, 1.774, -2.960)
C (0.948, 1.999, -2.847)
F (0.819, 3.305, -2.507)
F (0.412, 1.857, -4.070)

## Properties
Frontier orbital gap (Eh): 0.2537
ΔE to the lowest compared entry with this formula, charge and spin (kJ/mol): 114.3
Total charge: +1
LUMO (eV): -4.67


Record 3
# C12H18Br12Cl8O2

C12H18Br12Cl8O2 as an isolated structure (ωB97M-V/def2-TZVPD, the Open Molecules 2025 dataset).

Cartesian coordinates (Å):
O (0.853, -0.053, -2.306)
C (0.419, 0.243, -1.177)
O (0.459, -0.562, -0.188)
C (-0.182, -0.068, 0.950)
C (-0.811, 1.292, 0.481)
C (-0.097, 1.600, -0.767)
H (0.473, -0.020, 1.820)
H (-0.882, -0.856, 1.228)
H (-0.668, 2.015, 1.284)
H (-1.864, 1.154, 0.238)
H (0.753, 2.229, -0.502)
H (-0.678, 2.003, -1.597)
C (2.289, -5.157, -2.872)
Cl (3.811, -5.589, -3.819)
Cl (1.140, -6.564, -2.944)
H (2.668, -5.114, -1.851)
H (1.793, -4.255, -3.230)
C (5.771, 0.286, 1.074)
Cl (5.536, -1.187, 1.921)
Cl (6.410, -0.033, -0.552)
H (4.796, 0.764, 0.978)
H (6.456, 0.825, 1.727)
C (-3.270, -5.497, 2.315)
Cl (-3.450, -3.888, 3.170)
Cl (-2.747, -5.313, 0.596)
H (-2.526, -6.099, 2.836)
H (-4.176, -6.101, 2.363)
C (2.726, -5.226, 5.818)
Cl (1.965, -4.311, 4.473)
Cl (2.863, -7.021, 5.505)
H (3.712, -4.799, 6.005)
H (2.217, -5.023, 6.760)
C (-5.129, 0.984, -5.892)
Br (-4.385, 0.559, -4.093)
Br (-4.930, 2.953, -6.246)
Br (-7.049, 0.372, -5.962)
H (-4.596, 0.438, -6.670)
C (-3.757, 7.314, -3.145)
Br (-3.150, 5.967, -1.791)
Br (-2.862, 9.030, -2.919)
Br (-5.701, 7.715, -3.218)
H (-3.566, 6.869, -4.122)
C (0.209, 1.108, 8.920)
Br (0.664, 0.851, 7.014)
Br (1.644, 2.326, 9.718)
Br (0.112, -0.569, 10.043)
H (-0.749, 1.625, 8.860)
C (1.386, 4.404, -6.011)
Br (1.816, 5.668, -4.495)
Br (3.120, 3.900, -6.843)
Br (0.230, 5.313, -7.273)
H (0.934, 3.497, -5.611)

## Properties
Frontier orbital gap (Eh): 0.3430
ΔE to the lowest compared entry with this formula, charge and spin (kJ/mol): 210.9
Total charge: 0
LUMO (eV): -0.86


Record 4
# C15H27N3O4

A single C15H27N3O4 molecule (ωB97M-V/def2-TZVPD, the Open Molecules 2025 dataset).

Cartesian coordinates (Å):
O (0.181, -2.292, 2.077)
O (1.198, 6.770, -0.032)
O (2.567, -5.048, -0.317)
O (-0.390, -2.822, -0.095)
C (-0.282, -1.958, 0.975)
C (0.283, 6.684, -0.841)
N (-0.271, 7.854, -1.317)
N (-0.791, -0.696, 0.842)
N (-0.216, 5.485, -1.282)
C (3.863, -5.099, 0.320)
C (-0.361, -5.099, 0.881)
C (0.148, -4.585, -1.477)
C (1.793, -3.977, 0.230)
C (-0.431, 0.326, 1.814)
C (-1.359, -0.345, -0.452)
C (0.139, 4.199, -0.650)
C (-0.195, 1.693, 1.159)
C (-2.171, 0.921, -0.377)
C (-2.101, 3.377, 0.461)
C (-1.137, 3.340, -0.708)
C (0.310, -4.069, -0.049)
C (-1.335, 2.096, 0.185)
H (-0.774, 7.788, -2.192)
H (0.266, 8.697, -1.108)
H (-1.074, 5.514, -1.804)
H (3.807, -5.605, 1.283)
H (4.538, -5.672, -0.365)
H (4.279, -4.096, 0.497)
H (-1.458, -5.198, 0.694)
H (-0.184, -4.843, 1.913)
H (0.085, -6.096, 0.727)
H (0.603, -5.582, -1.600)
H (0.641, -3.910, -2.204)
H (-0.905, -4.597, -1.707)
H (1.895, -3.991, 1.332)
H (2.156, -3.025, -0.148)
H (-1.267, 0.468, 2.498)
H (0.478, 0.027, 2.356)
H (-2.048, -1.130, -0.751)
H (-0.545, -0.259, -1.199)
H (0.501, 4.352, 0.385)
H (0.983, 3.702, -1.203)
H (-0.045, 2.451, 1.912)
H (0.738, 1.603, 0.616)
H (-3.053, 0.758, 0.289)
H (-2.555, 1.160, -1.378)
H (-3.144, 3.515, 0.192)
H (-1.813, 3.925, 1.331)
H (-1.546, 3.290, -1.716)

## Properties
Frontier orbital gap (Eh): 0.3596
SMILES string: COCC(C)(C)OC(=O)N1CCC2(CC1)C[C@H]2CNC(N)=O
ΔE to the lowest compared entry with this formula, charge and spin (kJ/mol): 0.0
Total charge: 0
LUMO (eV): 0.59


Record 5
# C26H28ClF5N2O2SSc

C26H28ClF5N2O2SSc as an isolated structure (ωB97M-V/def2-TZVPD, the Open Molecules 2025 dataset).

Cartesian coordinates (Å):
Sc (-0.270, -0.009, -0.326)
Cl (1.655, -0.133, -1.618)
N (0.071, 2.127, -0.011)
N (-0.045, -2.164, 0.163)
C (-0.907, 2.941, -0.365)
C (-0.873, -3.005, -0.425)
C (1.179, 2.939, 0.550)
C (0.501, 4.294, 0.755)
C (2.316, 3.071, -0.454)
C (1.674, 2.316, 1.840)
H (1.921, 3.310, -1.449)
H (2.890, 2.142, -0.521)
H (2.974, 3.886, -0.130)
H (0.860, 2.299, 2.571)
H (2.502, 2.917, 2.233)
H (2.024, 1.289, 1.668)
C (0.904, -2.947, 0.994)
C (0.654, -4.373, 0.507)
C (0.531, -2.801, 2.453)
C (2.336, -2.482, 0.783)
H (2.595, -2.498, -0.280)
H (3.008, -3.153, 1.333)
H (2.478, -1.461, 1.162)
H (-0.513, -3.096, 2.617)
H (0.652, -1.764, 2.782)
H (1.181, -3.446, 3.058)
O (-0.582, -4.288, -0.296)
H (0.472, -5.095, 1.313)
H (1.454, -4.743, -0.151)
O (-0.766, 4.200, 0.001)
H (1.061, 5.147, 0.355)
H (0.245, 4.484, 1.807)
C (-2.129, 2.496, -1.124)
C (-2.073, -2.574, -1.223)
C (-1.836, -1.258, -1.946)
H (-2.905, -2.460, -0.508)
H (-2.332, -3.384, -1.914)
C (-2.236, -0.037, -1.348)
C (-1.874, 1.212, -1.906)
H (-2.740, -0.054, -0.355)
C (-1.268, 1.234, -3.172)
C (-0.997, 0.019, -3.808)
C (-0.904, 2.534, -3.835)
C (-1.226, -1.221, -3.208)
H (-0.545, 0.041, -4.808)
C (-0.809, -2.493, -3.895)
H (-0.494, -2.279, -4.924)
H (-1.633, -3.216, -3.935)
H (0.038, -2.981, -3.389)
H (-1.738, 3.247, -3.811)
H (-0.637, 2.356, -4.885)
H (-0.037, 3.018, -3.358)
H (-2.441, 3.317, -1.782)
H (-2.927, 2.339, -0.378)
F (-0.368, 2.000, 7.266)
C (-0.740, 1.519, 6.064)
C (-0.980, 2.391, 4.998)
F (-0.868, 3.727, 5.186)
C (-1.314, 1.879, 3.750)
F (-1.601, 2.746, 2.734)
C (-1.404, 0.491, 3.502)
S (-1.708, -0.155, 1.959)
C (-1.280, -0.344, 4.639)
F (-1.588, -1.663, 4.526)
C (-0.904, 0.144, 5.883)
F (-0.702, -0.703, 6.916)

## Properties
Frontier orbital gap (alpha / beta) (Eh): 0.1187 / 0.1229
ΔE to the lowest compared entry with this formula, charge and spin (kJ/mol): 0.0
Total charge: -1
LUMO (alpha / beta) (eV): 2.50 / 2.50